(1)
C33H36N4O14S | wB97M-V/def2-TZVPD

Structure (XYZ):
```
88
Properties=species:S:1:pos:R:3:lowdin_charge:R:1
C 0.29753 -3.74976 2.06985 0.01
C 0.56812 -2.98692 0.80920 -0.53
O 1.01079 -3.49090 -0.19331 0.09
O 0.36477 -1.65962 0.81436 0.02
C -0.20773 -1.01880 1.95597 -0.20
C -0.46100 0.43618 1.59510 -0.14
C -1.09855 1.22207 2.77412 -0.17
C -2.43754 1.89324 2.44586 -0.12
C -3.71143 1.03003 2.35831 -0.26
O -4.17656 0.97798 0.99157 -0.15
S -4.04521 -0.45467 0.32482 0.62
O -5.34619 -0.94625 0.00826 -0.21
O -3.03141 -0.41852 -0.68174 -0.25
O -3.49319 -1.20712 1.60063 -0.17
C -3.66167 -0.42991 2.81963 -0.30
C -4.94544 -0.89031 3.50135 -0.01
H 0.90584 -3.32664 2.87247 0.08
H 0.54498 -4.79514 1.90515 0.10
H -0.74828 -3.65695 2.37532 0.09
H 0.49300 -1.06531 2.79764 0.13
H -1.14538 -1.51047 2.22138 0.10
H 0.51233 0.88144 1.36904 0.12
H -1.09131 0.48638 0.70568 0.11
H -0.41383 2.03555 3.03247 0.11
H -1.16038 0.60278 3.67504 0.11
H -2.33161 2.42199 1.49364 0.13
H -2.63401 2.65797 3.20446 0.11
H -4.49106 1.52047 2.93867 0.13
H -2.81703 -0.67353 3.46015 0.14
H -4.80060 -1.91709 3.85025 0.09
H -5.77278 -0.89885 2.78989 0.09
H -5.18231 -0.26572 4.36360 0.10
C 3.52869 -4.11758 -2.26800 -0.06
C 3.59740 -5.06646 -1.25724 -0.07
C 4.43661 -6.16164 -1.38733 0.00
C 5.19780 -6.27982 -2.53604 -0.15
C 5.14510 -5.34868 -3.55698 -0.01
C 4.29942 -4.26018 -3.41548 -0.07
N 6.10247 -7.43376 -2.67592 -0.36
O 6.11955 -8.25082 -1.77823 0.07
O 6.78188 -7.50066 -3.68069 0.07
H 2.86548 -3.27023 -2.15378 0.10
H 2.98898 -4.94725 -0.37250 0.09
H 4.50136 -6.90859 -0.61085 0.12
H 5.75087 -5.47474 -4.44142 0.12
H 4.24183 -3.52236 -4.20426 0.10
C -4.25956 6.32979 -1.75490 -0.08
C -4.90032 5.12861 -1.48688 -0.07
C -4.98144 4.65643 -0.19129 0.00
C -4.40537 5.40555 0.81934 -0.15
C -3.77670 6.61438 0.58222 0.00
C -3.70840 7.07754 -0.72349 -0.06
N -4.42788 4.85104 2.17797 -0.34
O -4.95655 3.76228 2.30807 0.05
O -3.88088 5.46364 3.06987 0.09
H -4.18376 6.67222 -2.77685 0.11
H -5.32071 4.54691 -2.29596 0.11
H -5.45307 3.71099 0.02995 0.12
H -3.33071 7.16775 1.39516 0.12
H -3.20113 8.00776 -0.93700 0.11
C -0.97947 0.15909 -3.50068 -0.05
C -1.92890 0.83935 -2.74925 -0.06
C -1.99380 2.22212 -2.80457 0.01
C -1.09440 2.89692 -3.61102 -0.15
C -0.13729 2.24124 -4.36237 -0.01
C -0.08722 0.85781 -4.30417 -0.07
N -1.14426 4.36833 -3.64812 -0.34
O -1.99454 4.91095 -2.96765 0.06
O -0.32616 4.95293 -4.32518 0.08
H -0.93107 -0.92048 -3.45396 0.11
H -2.61095 0.29492 -2.11120 0.05
H -2.71692 2.76866 -2.21742 0.11
H 0.55406 2.80004 -4.97483 0.12
H 0.65465 0.32510 -4.88284 0.11
C 6.23017 0.85823 0.81840 -0.07
C 4.99604 0.92172 1.45240 -0.06
C 4.32547 -0.24354 1.78572 0.00
C 4.91375 -1.45533 1.47577 -0.14
C 6.13816 -1.54416 0.84091 0.00
C 6.79789 -0.37130 0.51136 -0.06
N 4.21170 -2.69825 1.83091 -0.32
O 3.12121 -2.60140 2.36340 0.06
O 4.74913 -3.74893 1.56226 0.09
H 6.75105 1.77095 0.56172 0.11
H 4.55422 1.88012 1.68749 0.11
H 3.36357 -0.21344 2.27449 0.11
H 6.56358 -2.50869 0.60815 0.12
H 7.75654 -0.41879 0.01399 0.11
```

Properties
total energy = -2949.29641 Eh
maximum force = 1.74 eV/A
SMILES = CC(=O)OCCCC[C@H]1OS(=O)(=O)O[C@@H]1C.O=[N+]([O-])c1ccccc1.O=[N+]([O-])c1ccccc1.O=[N+]([O-])c1ccccc1.O=[N+]([O-])c1ccccc1
frontier orbital gap = 8.9 eV
highest occupied orbital energy = -9.658 eV

=====

(2)
C33H36N4O2 | wB97M-V/def2-TZVPD

Structure (XYZ):
```
75
Properties=species:S:1:pos:R:3:lowdin_charge:R:1
C -1.85559 -4.13340 1.87342 -0.04
C -0.76814 -3.07314 1.91048 -0.38
C -0.28058 -2.80833 3.31869 -0.07
N -1.24774 -1.80575 1.38773 -0.06
N -1.75391 -0.89072 2.20440 0.13
N -2.17232 0.09336 1.39122 -0.02
C -2.85662 1.26440 1.99602 -0.35
C -1.90324 1.90439 2.98255 -0.05
C -4.12676 0.80095 2.68396 -0.05
C -1.92287 -0.18900 0.09117 -0.14
C -2.24472 0.75032 -0.96907 -0.18
C -3.49408 0.68247 -1.62504 -0.02
C -3.80258 1.60235 -2.62080 -0.08
C -2.86974 2.58384 -2.97680 -0.09
C -1.62815 2.66005 -2.33362 -0.08
C -1.31107 1.74689 -1.33519 -0.02
C -1.32383 -1.45981 0.05649 -0.27
C -0.86382 -2.26098 -0.98084 -0.01
H -1.45224 -5.07141 2.27308 0.08
H -2.70179 -3.81934 2.50024 0.09
H -2.20725 -4.31447 0.85103 0.07
H 0.04361 -3.34786 1.23610 0.13
H 0.11138 -3.73370 3.75187 0.08
H 0.53403 -2.07900 3.31171 0.08
H -1.10154 -2.42517 3.93440 0.07
H -3.08161 1.93283 1.16286 0.14
H -2.35763 2.79529 3.43114 0.09
H -1.67176 1.18014 3.77152 0.08
H -0.97798 2.21266 2.48642 0.08
H -4.65076 1.65760 3.12463 0.09
H -4.80903 0.32191 1.97477 0.08
H -3.86806 0.09365 3.48058 0.08
H -4.19194 -0.10179 -1.32586 0.12
H -4.77261 1.55280 -3.11604 0.10
H -3.11920 3.30801 -3.75069 0.10
H -0.90703 3.43090 -2.60704 0.10
H -0.34951 1.77056 -0.81888 0.12
H -0.94724 -1.86295 -1.98597 0.03
H -0.37209 -3.19398 -0.72549 0.02
C -6.84022 -7.75464 0.98453 -0.08
N -6.72218 -7.62620 -0.45383 -0.26
C -7.73221 -8.35767 -1.19305 -0.08
C -5.63108 -6.99716 -1.06310 -0.25
C -4.43433 -7.71452 -1.31293 0.00
C -3.36832 -7.10262 -1.93753 -0.03
C -3.44720 -5.74949 -2.35830 -0.20
C -2.40250 -5.11594 -3.12670 0.07
C -1.74172 -5.70007 -4.16225 -0.05
C -0.61196 -5.04498 -4.89175 -0.29
O -0.08534 -3.97061 -4.62801 0.10
C -0.28377 -5.96535 -6.02010 -0.09
C -1.14975 -7.06690 -6.00861 -0.10
C -1.06522 -8.06162 -6.97604 0.00
C -0.07451 -7.95718 -7.95819 -0.06
C 0.79625 -6.84654 -7.97747 -0.06
C 0.68506 -5.83880 -7.01154 0.00
C -2.12766 -6.94911 -4.89078 -0.28
O -3.06556 -7.71189 -4.68013 0.10
C -4.60665 -5.01289 -2.01582 -0.02
C -5.69368 -5.62849 -1.42893 0.00
H -6.01952 -7.23129 1.48878 0.09
H -7.79854 -7.32951 1.32022 0.08
H -6.82348 -8.81730 1.27380 0.08
H -7.55984 -8.27945 -2.27308 0.09
H -7.72114 -9.42043 -0.90204 0.08
H -8.73130 -7.95902 -0.95774 0.08
H -4.38579 -8.76844 -1.02302 0.12
H -2.44521 -7.65881 -2.10067 0.12
H -2.16546 -4.07651 -2.90845 0.12
H -1.76421 -8.89430 -6.94530 0.12
H 0.02527 -8.73544 -8.71557 0.11
H 1.56028 -6.77610 -8.75335 0.11
H 1.33512 -4.96694 -7.01390 0.12
H -4.63888 -3.95253 -2.28046 0.12
H -6.61762 -5.07717 -1.23659 0.12
```

Properties
total energy = -1648.48578 Eh
maximum force = 2.34 eV/A
frontier orbital gap = 5.1 eV
highest occupied orbital energy = -5.753 eV

=====

(3)
C33H36NO5 | wB97M-V/def2-TZVPD

Structure (XYZ):
```
75
Properties=species:S:1:pos:R:3:lowdin_charge:R:1
C -3.67427 -2.23744 1.29570 -0.08
C -2.44779 -1.57746 1.86244 -0.24
O -2.37116 -0.24926 1.32503 -0.08
C -1.48633 0.58383 1.95751 -0.50
C -1.68085 1.95432 1.40249 -0.14
C -1.06210 3.02107 2.19127 -0.39
O -0.18076 2.85457 3.03097 0.00
C -1.67290 4.46352 1.96586 -0.13
C -1.55293 5.09789 0.60119 -0.22
C -2.70344 4.90780 -0.38925 -0.21
C -2.64550 3.58561 -1.18136 -0.21
C -3.40677 2.43216 -0.53558 -0.21
C -3.07516 2.19788 0.92727 -0.19
O -0.76482 0.19283 2.85666 0.07
H -3.67001 -3.28344 1.60151 0.07
H -4.57438 -1.75858 1.70110 0.08
H -3.69473 -2.17377 0.20310 0.08
H -2.50748 -1.50436 2.95618 0.12
H -1.51932 -2.09817 1.57741 0.11
H -2.71961 4.45708 2.31362 0.10
H -1.10019 5.09278 2.65563 0.10
H -1.48685 6.18042 0.78144 0.10
H -0.60453 4.82012 0.12584 0.10
H -3.67715 5.00938 0.10589 0.11
H -2.64604 5.71779 -1.13229 0.10
H -3.10180 3.74690 -2.16926 0.10
H -1.59605 3.30689 -1.34542 0.11
H -4.48474 2.64975 -0.54062 0.10
H -3.28142 1.50634 -1.11225 0.10
H -3.66311 1.32719 1.23335 0.11
H -3.45224 3.06678 1.46812 0.09
C 5.61921 1.36076 3.17994 -0.08
C 4.86677 0.45696 2.42753 -0.01
C 3.65835 0.90045 1.89972 -0.10
C 3.19493 2.21249 2.04937 -0.07
C 3.95577 3.13384 2.76759 0.00
C 5.15901 2.69248 3.35476 -0.07
C 1.94631 2.38775 1.23494 -0.28
O 1.40975 3.42797 0.89199 0.10
C 1.55002 0.99683 0.83895 -0.02
C 0.36261 0.66281 0.23241 0.05
C 0.25264 -0.60751 -0.49409 -0.16
C 0.69128 -1.82293 0.08299 -0.01
C 0.96164 -2.96585 -0.65886 -0.14
C 0.63454 -2.96848 -2.04203 -0.11
N 0.81797 -4.10322 -2.78107 -0.10
C 1.13788 -5.36477 -2.15660 -0.18
C 2.12412 -5.18079 -1.01920 -0.17
C 1.59906 -4.15754 -0.00642 -0.14
C 0.22916 -4.25821 -4.08839 -0.18
C 0.28489 -2.95527 -4.85987 -0.18
C -0.37627 -1.82736 -4.07363 -0.16
C 0.03938 -1.80841 -2.62798 -0.15
C -0.12989 -0.67091 -1.84919 0.02
C 2.71215 0.09393 1.10986 -0.26
O 2.93479 -1.08338 0.83922 0.07
H 6.56049 1.02535 3.64368 0.10
H 5.17332 -0.57438 2.25474 0.11
H 3.59878 4.16073 2.86412 0.12
H 5.76082 3.37098 3.96608 0.09
H -0.30625 1.47298 -0.06314 0.11
H 0.81303 -1.87283 1.15441 0.13
H 0.21763 -5.86471 -1.79519 0.13
H 1.55656 -6.02676 -2.92503 0.11
H 2.25695 -6.14682 -0.52115 0.11
H 3.10168 -4.84542 -1.39618 0.12
H 2.42487 -3.82537 0.64706 0.12
H 0.85226 -4.65273 0.64214 0.12
H 0.77916 -5.05515 -4.60590 0.11
H -0.81381 -4.62067 -4.00306 0.13
H 1.32501 -2.69016 -5.08064 0.12
H -0.24574 -3.10411 -5.80040 0.11
H -0.15858 -0.85167 -4.54080 0.12
H -1.47027 -1.96655 -4.12044 0.12
H -0.55757 0.22521 -2.30583 0.12
```

Properties
total energy = -1710.06403 Eh
maximum force = 3.22 eV/A
charge = -1
frontier orbital gap = 5.7 eV
highest occupied orbital energy = -3.301 eV